Record 1
Formula: C6H13NO2
Source: OMol25
Level of theory: wB97M-V/def2-TZVPD

E_tot: -441.63476 hartree
SMILES: C[C@H](N)C(=O)C[C@@H](C)O
max |F|: 2.83 eV/Å
frontier orbital gap: 0.3780 Eh
molecular weight: 131.18 g mol⁻¹
HOMO energy: -9.47 eV
energy above the lowest of the compared OMol25 structures with the same formula, charge and spin: 1.2311 eV

ORCA input file:
```
! RIJCOSX wB97M-V def2-TZVPD def2/J DEFGRID3
* xyz 0 1
C -2.066 0.666 -0.243
C 1.441 -0.302 -0.245
C -0.662 1.178 -0.640
C -1.995 -0.967 -0.331
C 1.939 -1.373 0.716
C 0.269 0.486 0.325
N 2.511 0.662 -0.509
O -2.407 1.074 1.022
O 0.116 0.648 1.536
H -1.543 0.899 1.608
H -2.827 0.998 -0.955
H 1.159 -0.748 -1.203
H 2.197 1.404 -1.126
H 2.827 1.081 0.362
H -0.633 2.260 -0.483
H -0.430 0.930 -1.675
H -3.028 -1.287 -0.224
H -1.614 -1.321 -1.286
H -1.437 -1.397 0.498
H 2.911 -1.731 0.385
H 1.239 -2.205 0.749
H 2.034 -0.957 1.718
*
```

=====

Record 2
Formula: C6H13NO2
Source: OMol25
Level of theory: wB97M-V/def2-TZVPD

E_tot: -441.67012 hartree
SMILES: CC[C@@H](C)[C@@H](N)C(=O)O
max |F|: 0.69 eV/Å
frontier orbital gap: 0.3743 Eh
molecular weight: 131.18 g mol⁻¹
HOMO energy: -9.53 eV
energy above the lowest of the compared OMol25 structures with the same formula, charge and spin: 0.2689 eV

ORCA input file:
```
! RIJCOSX wB97M-V def2-TZVPD def2/J DEFGRID3
* xyz 0 1
C -2.672 -0.008 0.303
H -2.864 -1.058 0.091
H -3.530 0.566 -0.038
C -1.409 0.476 -0.398
H -1.286 1.546 -0.219
H -1.507 0.327 -1.474
C -0.138 -0.228 0.089
C -0.071 -1.679 -0.385
H 0.855 -2.157 -0.070
H -0.116 -1.719 -1.472
H -0.901 -2.252 0.016
H -0.154 -0.207 1.188
C 1.090 0.549 -0.417
N 1.087 1.910 0.115
H 1.787 2.475 -0.353
H 1.293 1.917 1.110
C 2.429 -0.106 -0.063
O 3.345 -0.190 -0.831
O 2.570 -0.483 1.223
H 1.737 -0.419 1.713
H 1.041 0.624 -1.508
H -2.586 0.116 1.380
*
```

=====

Record 3
Formula: C6H13NO3
Source: OMol25
Level of theory: wB97M-V/def2-TZVPD

E_tot: -516.74309 hartree
max |F|: 4.94 eV/Å
frontier orbital gap: 0.3736 Eh
molecular weight: 147.17 g mol⁻¹
HOMO energy: -9.51 eV
energy above the lowest of the compared OMol25 structures with the same formula, charge and spin: 5.3335 eV

ORCA input file:
```
! RIJCOSX wB97M-V def2-TZVPD def2/J DEFGRID3
* xyz 0 1
C -1.521 -0.242 -1.924
O -1.181 0.316 -0.667
C -0.550 -0.556 0.233
C 0.909 -0.824 -0.058
C 1.874 0.355 -0.045
O 3.059 0.116 -0.252
C -1.037 -0.464 1.644
C -1.392 -1.664 0.799
H -2.030 0.545 -2.491
H -0.629 -0.548 -2.491
H -2.184 -1.110 -1.791
H 1.296 -1.555 0.664
H 1.020 -1.308 -1.041
H -0.303 -0.585 2.441
H -1.828 0.259 1.842
H -2.423 -1.729 0.449
H -0.913 -2.620 1.013
O 1.280 1.919 -1.315
H 0.350 1.705 -1.490
N 1.660 1.679 1.234
H 1.270 2.458 -0.090
H 0.778 1.742 1.731
H 2.498 2.111 1.603
*
```

=====

Record 4
Formula: C6H13NO4
Source: OMol25
Level of theory: wB97M-V/def2-TZVPD

E_tot: -591.71349 hartree
max |F|: 7.78 eV/Å
frontier orbital gap: 0.2658 Eh
molecular weight: 163.17 g mol⁻¹
HOMO energy: -8.73 eV
energy above the lowest of the compared OMol25 structures with the same formula, charge and spin: 11.4545 eV

ORCA input file:
```
! RIJCOSX wB97M-V def2-TZVPD def2/J DEFGRID3
* xyz 0 1
C 2.375 0.682 -0.500
C 1.174 -0.309 -0.644
C -0.248 0.329 -0.905
C -2.152 -1.033 -0.049
C -1.605 -0.114 0.828
C -0.856 1.027 0.262
H 3.179 -0.273 1.327
H 3.159 0.035 -1.096
H 2.462 1.811 -0.809
H 1.382 -1.130 -1.623
H 0.769 -2.092 0.030
H -0.197 0.874 -1.778
H -1.544 -1.434 -1.785
H -3.106 -0.566 -0.548
H -2.185 -2.066 0.341
H -2.127 0.432 1.530
H 0.340 -0.468 1.318
H -0.150 1.329 0.878
H -0.860 3.135 1.090
N -0.997 -0.948 -1.045
O 2.394 0.617 1.037
O 1.250 -1.240 0.397
O -0.676 -0.824 1.750
O -1.781 2.227 -0.006
*
```

=====

Which value of frontier orbital gap does entry 1 give?
0.3780 Eh